# 1
{
  "formula": "C4H10N2O2",
  "method": "ωB97M-V/def2-TZVPD",
  "e_tot_ev": -11383.5174,
  "de_lowest_kj_mol": 326.6,
  "symbols": ["N", "C", "C", "O", "C", "N", "C", "O", "H", "H", "H", "H", "H", "H", "H", "H", "H", "H"],
  "coordinates": [[-0.1078, -0.4902, -1.6355], [0.0847, -0.4712, -0.2412], [-0.6797, -1.6962, 0.4758], [-0.7178, -2.6926, -0.4507], [-0.3249, 0.9391, 0.6079], [0.2968, 2.1398, 0.0008], [1.5656, 2.3576, 0.5209], [2.0449, 1.7613, 1.5556], [-1.1774, -0.4578, -1.8607], [0.2775, -1.2921, -2.0479], [1.1328, -0.5971, 0.1962], [-0.1306, -2.1231, 1.3938], [-1.6759, -1.2755, 0.7293], [-1.6090, -3.1747, -0.3956], [-1.3427, 1.0876, 0.5931], [0.1107, 0.8678, 1.6398], [0.0602, 2.0466, -0.9481], [2.1927, 3.0708, -0.1335]],
  "forces_ev_per_angstrom": [[-2.769, 2.624, -0.479], [0.534, 0.326, 5.095], [0.855, 2.055, 1.484], [-2.744, -3.004, -1.252], [2.883, -1.697, -0.780], [0.658, -1.953, 3.043], [2.017, -1.428, 0.995], [-1.958, 2.713, -3.895], [2.683, -0.282, 0.487], [0.400, -1.194, -0.586], [-0.770, 0.211, -1.829], [-0.839, 1.249, -0.911], [0.224, -0.622, 0.186], [2.184, 0.977, -0.147], [-2.485, 0.121, 0.160], [-0.815, -0.269, -1.001], [0.720, 0.983, -1.780], [-0.777, -0.811, 1.210]]
}

***

# 2
{
  "formula": "C5H13NO",
  "method": "ωB97M-V/def2-TZVPD",
  "e_tot_ev": -8932.2922,
  "de_lowest_kj_mol": 165.8,
  "symbols": ["C", "C", "N", "C", "C", "C", "O", "H", "H", "H", "H", "H", "H", "H", "H", "H", "H", "H", "H", "H"],
  "coordinates": [[-1.6859, 1.6151, 0.3624], [-1.1371, 0.1728, 0.6034], [-0.2729, -0.2846, -0.4391], [-0.9773, -0.8398, -1.5855], [0.9783, -0.8991, -0.1084], [1.9095, 0.0672, 0.6540], [3.2805, -0.3225, 0.4650], [-2.5966, 1.5988, -0.2357], [-1.8933, 2.1748, 1.2738], [-0.9077, 2.1337, -0.2052], [-0.6499, 0.1828, 1.5765], [-2.0459, -0.4437, 0.6838], [-1.6213, -0.0764, -2.0279], [-1.6335, -1.6668, -1.2761], [-0.2501, -1.1908, -2.3112], [1.5234, -1.2031, -1.0084], [0.8711, -1.8607, 0.4370], [1.9027, 1.0450, 0.1621], [1.4883, 0.1061, 1.6614], [3.7177, -0.3089, 1.3179]],
  "forces_ev_per_angstrom": [[0.668, -0.337, -0.488], [-1.162, 0.931, 0.470], [0.146, 0.288, -1.026], [-0.028, 0.178, 0.736], [0.734, -0.464, 0.147], [-0.240, -0.057, -1.375], [-0.473, -0.531, 0.894], [0.013, 0.026, -0.054], [0.017, -0.185, 0.108], [-0.195, 0.218, 0.093], [0.204, -0.274, -0.052], [0.274, -0.436, 0.204], [0.100, -0.021, -0.132], [0.039, -0.190, -0.148], [-0.094, 0.008, -0.163], [-0.278, 0.325, -0.166], [0.009, 0.272, 0.265], [-0.834, 0.053, 0.310], [0.936, 0.260, 0.319], [0.165, -0.064, 0.058]]
}

***

no.,Kohn-Sham gap (eV)
1,9.94
2,9.04